[1]
The following is a quantum chemistry calculation of a molecular structure, C41H44N6OP2RuS in a non-equilibrium geometry, from OMol25.

Cartesian coordinates (Å):
Ru: 0.57043 -0.44971 0.15272
N: 2.71864 -0.34269 -1.33456
N: 3.58268 -1.43238 -1.19672
C: 3.36320 -2.39546 -0.27487
N: 4.27366 -3.35306 -0.20071
S: 2.01275 -2.44382 0.74234
H: 2.49034 -0.23392 -2.31835
H: 3.19439 0.49703 -1.01808
H: 4.42489 -1.43844 -1.75338
H: 5.08936 -3.38918 -0.79158
H: 4.13216 -4.10603 0.46217
C: -0.71503 1.79398 -2.28174
C: 0.36952 2.73765 -1.72731
P: 0.05692 3.12996 0.03357
C: 0.86532 4.69162 0.44052
C: 0.93312 5.71949 -0.50830
C: 1.52938 6.92778 -0.18038
C: 2.02883 7.13321 1.09969
C: 1.91830 6.13563 2.06127
C: 1.32989 4.92354 1.74157
C: 0.84486 1.84055 1.05732
C: 0.03852 1.06510 1.92011
C: 0.63544 0.24545 2.89385
C: 2.01430 0.23004 3.03745
C: 2.81855 1.00655 2.20130
C: 2.24630 1.79339 1.21656
C: -2.12701 2.33891 -2.15220
P: -2.62900 2.40488 -0.39731
C: -3.64938 3.89750 -0.18720
C: -3.07384 5.14933 -0.08357
C: -3.88249 6.31690 0.09819
C: -5.27195 6.22347 0.18922
C: -5.85715 4.98524 0.09228
C: -5.05251 3.81298 -0.09405
C: -3.68671 1.00752 0.00826
C: -4.33909 0.21806 -0.93958
C: -5.27631 -0.71763 -0.52080
C: -5.55529 -0.87683 0.83237
C: -4.88803 -0.11024 1.78080
C: -3.95432 0.82908 1.37178
H: -0.66539 0.83079 -1.76459
H: -0.52073 1.59188 -3.33437
H: 0.35564 3.67676 -2.28321
H: 1.37309 2.32065 -1.81007
H: 0.52986 5.59173 -1.50700
H: 1.60252 7.71023 -0.92408
H: 2.49379 8.07731 1.35224
H: 2.28630 6.30643 3.06428
H: 1.23822 4.16254 2.50663
H: -1.03375 1.22546 1.93609
H: 0.00897 -0.30488 3.58312
H: 2.46801 -0.37978 3.80717
H: 3.89208 1.01368 2.33928
H: 2.87135 2.45211 0.62213
H: -2.82996 1.74537 -2.73384
H: -2.18524 3.36056 -2.54088
H: -1.99529 5.26993 -0.13397
H: -3.40421 7.28696 0.17356
H: -5.87582 7.10830 0.33846
H: -6.93442 4.88740 0.15719
H: -5.54750 2.85110 -0.17668
H: -4.14815 0.32410 -1.99969
H: -5.79869 -1.31423 -1.25657
H: -6.29698 -1.59863 1.14762
H: -5.09679 -0.24246 2.83340
H: -3.45001 1.44064 2.11364
C: 3.19012 -7.07928 2.32290
C: 1.95530 -6.23715 2.59259
C: 1.92945 -5.27082 3.57324
C: 0.77470 -4.52545 3.83570
C: -0.38841 -4.74665 3.13313
N: -1.55320 -3.98754 3.54290
C: -2.84194 -3.98343 3.10292
O: -3.77917 -3.79223 3.84736
N: -3.06599 -4.21651 1.73571
C: -2.40618 -3.66683 0.66144
C: -2.70334 -4.10687 -0.63004
C: -2.12041 -3.48302 -1.71630
C: -1.25826 -2.42261 -1.49950
N: -0.95864 -2.00891 -0.26154
C: -1.50484 -2.62283 0.79607
C: -0.38314 -5.72642 2.15918
C: 0.78412 -6.44743 1.89352
H: 4.04200 -6.75148 2.92061
H: 3.46924 -7.06201 1.26652
H: 3.01208 -8.12511 2.56969
H: 2.81838 -5.10014 4.17229
H: 0.77505 -3.78752 4.63352
H: -1.53478 -3.65828 4.49149
H: -4.00245 -4.54939 1.56360
H: -3.40166 -4.92257 -0.77311
H: -2.33457 -3.80873 -2.72470
H: -0.78962 -1.90155 -2.32483
H: -1.24181 -2.24944 1.77554
H: -1.29731 -5.98685 1.64408
H: 0.75698 -7.23302 1.14510

Its spin multiplicity is 6. The HOMO energy (spin up / spin down) comes out at -14.508 / -14.725 eV. The calculation puts the lowest unoccupied orbital energy (spin up / spin down) at -8.051 / -9.751 eV. The net charge is +3. As for the energy relative to the best compared isomer or geometry (same formula, charge and spin): 0.020 eV. The gap between HOMO and LUMO (spin up / spin down) is 6.456 / 4.974 eV.



[2]
The following is a quantum chemistry calculation of a molecular structure, C8H32N16O8Tl in a non-equilibrium geometry, from OMol25.

Cartesian coordinates (Å):
Tl: -0.45568 0.05639 0.15059
C: -1.04372 0.10824 -3.82662
O: -0.70572 -0.31051 -2.72284
N: -0.81536 1.36539 -4.22121
N: -1.86003 -0.51517 -4.60552
H: -1.36528 1.74629 -4.97792
H: -0.29482 2.01419 -3.64834
H: -2.21243 -0.14920 -5.47843
H: -2.15495 -1.27319 -4.00674
C: 0.19051 -3.41114 1.89988
O: -0.37660 -2.33017 1.79377
N: -0.45446 -4.50684 1.78112
N: 1.39354 -3.56646 2.25054
H: -1.43225 -4.32416 1.95620
H: 0.09043 -5.33752 1.96320
H: 1.92197 -2.81501 2.67028
H: 1.76970 -4.49439 2.38296
C: -2.73390 -2.99827 -1.32873
O: -2.01778 -2.15483 -0.80443
N: -3.83494 -3.39837 -0.91086
N: -2.28696 -3.85303 -2.18914
H: -4.40533 -4.00378 -1.48378
H: -4.19644 -2.97078 -0.07028
H: -2.92162 -4.63847 -2.20902
H: -1.32936 -3.80787 -2.50704
C: -4.12189 0.88583 -1.54297
O: -2.95641 0.63520 -1.24518
N: -4.54544 0.93968 -2.73393
N: -5.04348 1.50597 -0.81211
H: -5.54022 1.11194 -2.70510
H: -4.10525 0.30319 -3.38294
H: -4.85584 1.71263 0.15855
H: -5.73652 2.10047 -1.24382
C: 3.40151 -0.11750 1.48618
O: 2.27962 -0.29634 1.17007
N: 3.71501 -0.10815 2.77457
N: 4.43692 0.09243 0.70783
H: 2.94994 -0.10271 3.43391
H: 4.63117 0.08360 3.15401
H: 4.26770 0.27515 -0.27099
H: 5.32000 0.29179 1.15562
C: 2.63169 1.56688 -1.98788
O: 1.64746 1.10151 -1.39248
N: 3.01221 2.77088 -1.88356
N: 3.52386 0.90173 -2.68744
H: 2.50336 3.33734 -1.22002
H: 3.83186 3.12542 -2.35536
H: 3.41518 -0.09404 -2.81680
H: 4.42865 1.30741 -2.87947
C: -0.17577 0.13404 4.16669
O: -0.18247 0.47181 3.01470
N: -0.08955 -1.11991 4.55309
N: -0.25809 0.95385 5.21450
H: -0.40360 -1.77884 3.85503
H: -0.01584 -1.46588 5.49912
H: -0.15344 1.90679 4.89659
H: 0.22147 0.71925 6.07187
C: 1.48993 3.49196 0.94631
O: 0.91867 2.46770 1.03886
N: 1.23000 4.37719 0.01928
N: 2.51998 3.93209 1.69270
H: 0.23282 4.50256 -0.08076
H: 1.68651 5.24953 0.24452
H: 2.70749 4.91464 1.55288
H: 2.71260 3.48188 2.57605

The HOMO energy comes out at -17.149 eV. The calculation puts the lowest unoccupied orbital energy at -13.500 eV. The net charge is +3. As for the energy relative to the best compared isomer or geometry (same formula, charge and spin): 5.805 eV. The gap between HOMO and LUMO is 3.650 eV.



[3]
The following is a quantum chemistry calculation of 2 unconnected molecules or ions with the total composition C10H16O in a non-equilibrium geometry, from OMol25.

Cartesian coordinates (Å):
C: 1.45937 3.11726 1.02913
C: 2.57665 2.07064 0.77918
C: 0.88728 3.67804 -0.29479
H: 1.76000 3.89253 1.73631
H: 0.62073 2.69903 1.59829
H: 2.66747 1.90611 -0.30078
H: 3.55220 2.53723 0.92154
H: -0.15990 3.97486 -0.14684
H: 0.87825 3.02873 -1.16036
H: 2.32931 1.15042 1.29268
H: 1.38102 4.63718 -0.46734
C: -1.12454 -2.21148 2.08990
C: -1.13719 -1.87188 -2.06838
C: 0.09990 -2.21254 -1.42337
C: -2.37553 -1.68487 -1.40945
C: -0.10178 -2.57335 -0.10915
C: -2.44173 -1.74974 -0.02435
C: -1.27429 -2.18621 0.61014
O: -1.13146 -1.51436 -3.34201
H: 0.94115 -2.52758 -2.01877
H: -0.24228 -1.40258 -3.66387
H: -3.24317 -1.27730 -1.90761
H: 0.67236 -3.17501 0.34955
H: -3.33888 -1.53484 0.52723
H: -0.63601 -3.15360 2.37211
H: -2.03518 -2.31730 2.67397
H: -0.58374 -1.29937 2.35706

Its spin multiplicity is 2. The HOMO energy (spin up / spin down) comes out at -13.351 / -13.351 eV. The calculation puts the lowest unoccupied orbital energy (spin up / spin down) at -3.998 / -7.492 eV. The net charge is +1. As for the energy relative to the best compared isomer or geometry (same formula, charge and spin): 1.244 eV. The gap between HOMO and LUMO (spin up / spin down) is 9.354 / 5.859 eV.



[4]
The following is a quantum chemistry calculation of a single C2H5BO molecule in a non-equilibrium geometry, from OMol25.

Cartesian coordinates (Å):
B: -0.73195 -0.03264 -2.04660
C: -0.49568 -0.69692 0.77503
C: 0.62149 0.07546 1.39685
O: -0.53323 -0.32471 -0.62382
H: -0.01900 -0.75808 -2.57512
H: -1.48558 0.83914 -1.83480
H: 0.51532 1.21448 1.40160
H: 0.53153 -0.17745 2.45778
H: 1.59709 -0.13929 1.04908

The HOMO energy comes out at -8.905 eV. The calculation puts the lowest unoccupied orbital energy at 0.392 eV. As for the energy relative to the best compared isomer or geometry (same formula, charge and spin): 5.278 eV. The gap between HOMO and LUMO is 9.297 eV.



[5]
The following is a quantum chemistry calculation of a single C3H8N2O2 molecule in a non-equilibrium geometry, from OMol25.

Cartesian coordinates (Å):
C: 0.37436 -0.25925 0.13803
C: -1.85084 -1.25693 -0.09294
N: -1.04608 -0.07581 -0.38592
C: 1.16532 0.98723 -0.19480
N: 2.55816 0.67533 -0.09975
O: -1.62754 0.98112 0.43749
O: 0.77262 2.09143 -0.52528
H: -1.43297 1.77336 -0.10620
H: 2.94387 -0.08282 0.44585
H: 3.18982 1.41519 -0.38100
H: 0.80870 -1.12524 -0.37112
H: 0.35929 -0.39990 1.22347
H: -2.88152 -1.10433 -0.43159
H: -1.46112 -2.12549 -0.63412
H: -1.87207 -1.49387 0.97787

The HOMO energy comes out at -9.210 eV. The calculation puts the lowest unoccupied orbital energy at 0.809 eV. As for the energy relative to the best compared isomer or geometry (same formula, charge and spin): 2.453 eV. The gap between HOMO and LUMO is 10.019 eV. Its SMILES is CN(O)CC(N)=O.



[6]
The following is a quantum chemistry calculation of a molecular structure, C13H10CuFNO7 in a non-equilibrium geometry, from OMol25.

Cartesian coordinates (Å):
Cu: -6.51335 -21.83554 -0.72699
C: -6.13482 -24.03663 2.90857
C: -6.23188 -22.96155 1.97731
C: -7.60592 -22.07366 1.99500
O: -7.63583 -20.99269 1.45453
C: -8.69428 -22.50900 2.79379
C: -8.49775 -23.53717 3.66458
C: -7.17481 -24.35346 3.72315
O: -6.92104 -25.28459 4.59785
O: -9.44354 -24.02053 4.41000
O: -5.35054 -22.55752 1.19767
H: -5.17188 -24.51848 2.82514
H: -9.65595 -22.02207 2.72679
C: -2.44205 -18.56811 -0.55845
C: -3.09185 -17.50226 -1.38529
O: -4.24418 -18.26281 -1.88045
C: -4.58808 -19.06975 -0.81191
O: -5.73079 -19.65686 -0.72098
O: -3.63721 -19.06603 0.13215
F: -2.34115 -17.12334 -2.52093
H: -1.72614 -18.05764 0.08576
H: -2.03206 -19.38266 -1.15555
H: -3.29086 -16.58268 -0.83497
N: -8.70669 -24.17299 -0.95913
C: -7.64468 -24.98217 -0.60269
C: -6.57817 -24.59351 -1.36401
C: -7.08256 -23.88762 -2.44168
C: -8.35007 -23.48378 -2.06243
H: -9.58658 -24.24327 -0.46827
H: -7.75033 -25.68318 0.21206
H: -5.55255 -24.89470 -1.20979
H: -6.50854 -23.53714 -3.28670
H: -8.89631 -22.78919 -2.68337

The HOMO energy comes out at -3.092 eV. The calculation puts the lowest unoccupied orbital energy at 1.945 eV. The net charge is -1. As for the energy relative to the best compared isomer or geometry (same formula, charge and spin): 2.358 eV. The gap between HOMO and LUMO is 5.037 eV.